# 1
Computed, not measured: C5H19FeN2O6 as an isolated structure in a non-equilibrium geometry, with wB97M-V/def2-TZVPD.

Geometry as XYZ:
```
33
C5H19FeN2O6 (wB97M-V/def2-TZVPD)
Fe -0.0619 -0.1761 0.6312
C 2.6963 2.0766 -0.4796
C 1.3158 1.9516 -1.0816
O 0.7102 0.6867 -0.9634
H 2.7356 1.8071 0.5703
H 3.0300 3.1219 -0.5453
H 3.4684 1.6063 -1.0937
H 1.3169 2.2740 -2.1308
H 0.6195 2.6562 -0.5862
C -3.0480 0.2182 0.0106
C -2.5339 1.6149 0.2048
O -1.3342 1.6442 0.9934
O -2.0250 -0.6777 -0.5185
H -3.8492 0.2029 -0.7258
H -3.3728 -0.2684 0.9299
H -3.3394 2.1192 0.7578
H -2.4318 2.2064 -0.7056
H -1.2487 2.5066 1.4096
H -2.3429 -1.0900 -1.3249
C 1.0426 -2.6538 -0.8324
O 0.6688 -2.0546 0.1853
N 1.1252 -4.0102 -0.8998
N 1.4839 -1.9437 -1.8928
H 0.7531 -4.5911 -0.1699
H 1.1012 -4.4463 -1.8066
H 1.4026 -0.9295 -1.7576
H 1.6819 -2.3804 -2.7730
O 1.2154 0.7093 2.1128
H 1.1348 0.9082 3.0520
H 2.1311 0.4275 1.9911
O -1.1384 -1.0125 2.1979
H -1.8704 -0.6060 2.6736
H -1.0366 -1.8975 2.5672
```

Results
HOMO energy (spin up / spin down), eV: -11.31 / -11.21
Spin multiplicity: 5
LUMO energy (spin up / spin down), eV: -2.9 / -2.9
Kohn-Sham gap (spin up / spin down), hartree: 0.30995 / 0.30622
Charge: +1

# 2
Computed, not measured: a 6-piece molecular cluster, C5H20BrN10O5 overall in a non-equilibrium geometry, with wB97M-V/def2-TZVPD.

Geometry as XYZ:
```
41
C5H20BrN10O5 (wB97M-V/def2-TZVPD)
Br 0.5520 -0.4570 -0.2498
C 3.4566 -3.3492 -1.3516
O 4.3682 -3.9394 -1.8907
N 3.5372 -2.0666 -0.8737
N 2.2408 -3.9819 -1.1494
H 4.3392 -1.6929 -1.4769
H 2.7348 -1.5273 -0.6163
H 1.5540 -3.3312 -0.7354
H 1.9289 -4.7733 -1.6726
C -0.3362 3.6844 -1.0520
O -1.0354 4.6982 -1.2623
N 0.3569 2.9255 -2.0246
N 0.0029 3.2433 0.2218
H 0.7928 2.0632 -1.7403
H -0.1681 2.9266 -2.8842
H -0.3347 3.7211 1.0162
H 0.6388 2.5152 0.5043
C -2.9680 1.0863 1.3962
O -3.8493 1.5593 2.0646
N -2.7372 1.4691 0.0853
N -2.2111 -0.0223 1.8798
H -1.7452 1.2010 -0.1479
H -3.0909 2.3769 -0.1328
H -2.7938 -0.5516 2.4897
H -1.6417 -0.4964 1.2689
C 0.8666 0.8476 4.5204
O 1.7441 1.2323 5.2967
N -0.3750 0.3637 4.9074
N 1.0701 0.7855 3.1460
H -0.5801 0.6405 5.9177
H -1.0911 0.4230 4.1847
H 0.4031 0.1405 2.6199
H 2.0331 0.6341 2.8264
C -1.1992 -1.7877 -3.5661
O -1.8368 -2.5036 -4.3223
N 0.1828 -1.6598 -3.4357
N -1.8529 -1.2072 -2.5366
H 0.5579 -1.3141 -2.5315
H 0.7915 -2.0204 -4.1076
H -1.4309 -0.4736 -1.9758
H -2.8748 -1.3819 -2.6100
```

Results
HOMO energy, eV: -7.03
Spin multiplicity: 1
Energy above the lowest of the compared OMol25 structures with the same formula, charge and spin, eV: 1.230
LUMO energy, eV: 2.6
Kohn-Sham gap, hartree: 0.35536
Charge: -1

Which value of charge does entry 1 give? +1